Formula: C26H71N5O8
Source: the Open Molecules 2025 dataset
Level of theory: ωB97M-V with the def2-TZVPD basis set

Results
**Net charge**: +3
**F_max**: 5.36 eV/A
**E_LUMO (alpha / beta)**: -5.421 / -5.518 eV
**2S+1**: 2
**E**: -1907.7738 hartree
**<S²>**: 0.7507
**Gap between HOMO and LUMO (alpha / beta)**: 2.36 / 10.05 eV

Each line ends with the Löwdin spin population.
Element x y z (Å)
O1 -0.146 -1.627 -1.654  0.004
C1 -0.135 -1.277 -0.389  0.006
O2 0.301 -1.994 0.542  0.003
O3 -0.499 -0.092 -0.166  0.006
H1 0.222 -2.510 -1.575  0.002
C2 -4.062 0.023 3.509  0.007
N1 -2.553 -0.053 3.555  0.002
C3 -2.150 0.922 2.468  0.025
C4 -1.867 0.443 4.832  0.016
C5 -1.998 -1.444 3.180  0.003
C6 -0.627 -1.856 3.751  0.002
O4 0.414 -1.086 3.205  0.014
H2 -4.590 -0.054 2.558  0.002
H3 -4.192 1.027 3.914  0.003
H4 -4.435 -0.740 4.192  0.001
H5 -1.060 0.902 2.428  0.018
H6 -2.524 1.922 2.686  0.008
H7 -2.695 0.579 1.588  0.003
H8 -0.838 0.639 4.533  0.014
H9 -2.130 -0.297 5.588  0.001
H10 -2.187 1.465 5.036  0.009
H11 -1.984 -1.633 2.106  0.001
H12 -2.719 -2.170 3.555  0.001
H13 -0.415 -2.908 3.560  0.000
H14 -0.546 -1.814 4.837  0.000
H15 0.609 -1.427 2.329  0.001
C7 -2.503 6.658 -0.209  0.012
N2 -1.782 5.345 0.180  0.002
C8 -0.307 5.700 0.381  0.054
C9 -2.479 4.859 1.452  0.038
C10 -1.993 4.345 -0.997  0.027
C11 -1.640 2.899 -0.750  0.017
O5 -0.373 2.662 -0.242  0.031
H16 -2.226 7.497 0.429  0.002
H17 -3.571 6.445 -0.159  0.002
H18 -2.251 6.870 -1.248  0.003
H19 -0.040 6.465 -0.348  0.016
H20 0.313 4.808 0.298  0.009
H21 -0.162 6.209 1.335  0.011
H22 -2.553 5.660 2.188  0.007
H23 -1.842 4.078 1.867  0.024
H24 -3.484 4.581 1.137  0.007
H25 -1.417 4.756 -1.827  0.018
H26 -3.009 4.491 -1.364  0.004
H27 -1.764 2.341 -1.679  0.001
H28 -2.417 2.383 -0.187  0.003
H29 -0.213 1.716 -0.229  0.003
C12 0.177 0.863 -6.724  0.003
N3 1.436 0.759 -5.785  0.001
C13 1.589 -0.729 -5.533  0.003
C14 2.691 1.426 -6.377  0.006
C15 1.275 1.402 -4.434  0.031
C16 -0.118 1.416 -3.717  0.020
O6 -0.755 0.167 -3.527  0.004
H30 -0.070 1.868 -7.068  0.001
H31 -0.709 0.396 -6.295  0.000
H32 0.441 0.290 -7.613  0.000
H33 2.002 -1.368 -6.314  0.000
H34 0.626 -1.203 -5.343  0.000
H35 2.198 -0.770 -4.631  0.003
H36 2.997 1.189 -7.396  0.000
H37 3.513 1.203 -5.696  0.003
H38 2.737 2.511 -6.281  0.003
H39 1.315 2.437 -4.773  0.019
H40 2.144 1.210 -3.805  0.010
H41 -0.849 2.015 -4.261  0.004
H42 -0.037 1.981 -2.789  0.011
H43 -0.411 -0.136 -2.683  0.001
C17 0.416 -7.505 2.251  0.000
N4 -0.904 -7.649 1.381  0.000
C18 -1.039 -9.085 0.846  0.000
C19 -2.127 -7.395 2.335  0.000
C20 -0.976 -6.673 0.165  0.000
C21 -1.132 -5.160 0.490  0.001
O7 0.080 -4.637 0.991  0.001
H44 1.237 -7.540 1.535  0.000
H45 0.434 -8.402 2.869  0.000
H46 0.487 -6.658 2.933  0.000
H47 -0.848 -9.754 1.686  0.000
H48 -0.220 -9.214 0.138  0.000
H49 -1.978 -9.282 0.330  0.000
H50 -3.013 -7.390 1.700  0.000
H51 -1.998 -6.446 2.855  0.000
H52 -2.204 -8.252 3.004  0.000
H53 -1.905 -6.925 -0.346  0.000
H54 -0.072 -6.868 -0.413  0.000
H55 -1.730 -4.916 1.368  0.000
H56 -1.722 -4.632 -0.258  0.001
H57 0.140 -3.700 0.795  0.000
C22 2.909 3.885 1.456  0.072
N5 3.586 2.637 0.969  0.002
C23 4.806 3.143 0.209  0.033
C24 3.985 1.833 2.206  0.033
C25 2.644 1.772 0.110  0.044
C26 3.122 0.401 -0.399  0.023
O8 4.155 0.600 -1.248  0.016
H58 2.026 3.554 2.002  0.047
H59 2.579 4.449 0.583  0.025
H60 3.474 4.461 2.188  0.007
H61 4.460 3.775 -0.609  0.028
H62 5.448 2.315 -0.090  0.004
H63 5.486 3.723 0.833  0.003
H64 4.585 1.005 1.829  0.006
H65 3.103 1.332 2.605  0.014
H66 4.578 2.376 2.942  0.004
H67 2.273 2.359 -0.730  0.034
H68 1.771 1.699 0.759  0.017
H69 2.329 0.085 -1.078  0.007
H70 3.147 -0.346 0.394  0.003
H71 4.939 0.391 -0.735  0.006

***

Formula: C36H41IrN4OP
Source: the Open Molecules 2025 dataset
Level of theory: ωB97M-V with the def2-TZVPD basis set

Results
**Net charge**: +2
**F_max**: 5.09 eV/A
**E_LUMO (alpha / beta)**: -5.512 / -7.707 eV
**2S+1**: 2
**E**: -2135.5616 hartree
**<S²>**: 0.7725
**Gap between HOMO and LUMO (alpha / beta)**: 7.75 / 5.52 eV

Each line ends with the Löwdin spin population.
Element x y z (Å)
Ir1 0.778 1.029 -0.355  0.445
C1 -2.148 -2.474 -1.079  0.000
C2 -3.198 -1.858 -0.192  0.000
C3 -4.394 -2.557 0.047  0.000
C4 -5.384 -2.016 0.872  0.000
C5 -5.185 -0.773 1.475  0.000
C6 -4.004 -0.066 1.249  -0.001
C7 -3.004 -0.588 0.408  -0.001
P1 -1.481 0.392 0.103  0.003
C8 -1.055 0.402 1.909  0.001
C9 -0.727 -0.797 2.572  0.001
C10 -0.413 -0.799 3.931  0.000
C11 -0.422 0.392 4.652  0.001
C12 -0.744 1.594 4.016  0.000
C13 -1.059 1.616 2.647  0.001
C14 -1.405 2.933 2.002  0.000
C15 -2.098 1.706 -0.946  0.008
C16 -3.486 1.834 -1.223  0.001
C17 -3.994 2.863 -2.011  0.001
C18 -3.146 3.807 -2.573  -0.001
C19 -1.779 3.713 -2.353  0.001
C20 -1.241 2.687 -1.569  -0.001
C21 0.153 2.663 -1.448  0.018
H1 -2.464 -3.467 -1.462  0.000
H2 -1.206 -2.609 -0.507  0.000
H3 -1.958 -1.811 -1.949  0.000
H4 -4.565 -3.527 -0.405  0.000
H5 -6.297 -2.563 1.049  0.000
H6 -5.950 -0.359 2.119  0.000
H7 -3.870 0.894 1.730  0.000
H8 -0.715 -1.731 2.027  0.000
H9 -0.164 -1.728 4.427  0.000
H10 -0.180 0.389 5.707  0.000
H11 -0.744 2.508 4.597  0.000
H12 -1.366 3.769 2.731  0.000
H13 -2.430 2.895 1.585  0.000
H14 -0.678 3.154 1.196  0.000
H15 -4.227 1.158 -0.851  0.000
H16 -5.059 2.931 -2.194  0.000
H17 -3.547 4.603 -3.183  0.000
H18 -1.132 4.452 -2.817  0.000
H19 0.625 3.610 -0.973  0.000
H20 0.706 2.592 -2.474  0.005
O1 2.620 1.556 -0.673  0.236
C22 3.418 1.242 -1.621  0.016
C23 4.734 1.766 -1.628  0.076
C24 5.683 1.487 -2.614  -0.011
C25 5.347 0.651 -3.662  0.084
C26 4.065 0.105 -3.710  -0.017
C27 3.091 0.380 -2.713  0.072
C28 1.738 -0.239 -2.827  -0.004
N1 0.711 -0.101 -2.003  0.019
C29 -0.317 -0.848 -2.504  0.003
C30 0.061 -1.472 -3.663  0.026
N2 1.357 -1.079 -3.854  0.006
H21 5.018 2.428 -0.809  0.003
H22 6.670 1.928 -2.546  -0.002
H23 6.071 0.424 -4.435  0.004
H24 3.843 -0.545 -4.546  -0.003
H25 -1.269 -0.890 -1.995  -0.001
H26 -0.452 -2.133 -4.343  0.001
H27 1.947 -1.354 -4.619  0.000
C31 2.032 -1.461 3.040  0.000
C32 1.543 -0.263 2.182  -0.001
N3 1.429 -0.593 0.731  0.013
C33 2.771 -1.052 0.266  0.005
C34 3.301 -2.277 1.059  0.002
N4 2.258 -2.658 2.112  0.000
C35 0.942 -2.992 1.406  -0.001
C36 0.488 -1.744 0.602  -0.001
H28 1.289 -1.768 3.782  0.000
H29 2.987 -1.253 3.532  0.000
H30 2.226 0.585 2.312  0.000
H31 0.571 0.083 2.556  0.000
H32 3.488 -0.226 0.343  0.000
H33 2.723 -1.299 -0.802  0.001
H34 4.229 -2.051 1.594  0.000
H35 3.444 -3.153 0.418  0.000
H36 2.583 -3.467 2.654  0.000
H37 0.222 -3.265 2.184  0.000
H38 1.136 -3.852 0.758  0.000
H39 -0.512 -1.438 0.932  0.000
H40 0.378 -2.010 -0.457  0.000
H41 0.795 1.993 1.075  -0.006

***

Formula: C47H64Br2ClFINO4
Source: the Open Molecules 2025 dataset
Level of theory: ωB97M-V with the def2-TZVPD basis set

Results
**F_max**: 0.66 eV/A
**E_LUMO**: -1.130 eV
**SMILES string**: COCCCCCCCCCc1c2c(c(C)c(Br)c1-c1ccncc1)C(=O)c1c(F)c(C[C@@H](C)Cl)c(Br)c(CC(=O)I)c1C2=O.CCCCCC.CCCCCC
**2S+1**: 1
**E**: -8190.8339 hartree
**Gap between HOMO and LUMO**: 8.31 eV

Each line ends with the Mulliken charge.
Element x y z (Å)
C1 5.511 -1.842 -2.571  -0.527
O1 5.631 -2.275 -3.903  -0.453
C2 4.448 -2.106 -4.664  -0.045
C3 3.358 -3.149 -4.367  -0.781
C4 1.948 -2.575 -4.218  -1.149
C5 1.808 -1.472 -3.156  0.669
C6 0.478 -1.523 -2.384  -1.323
C7 0.031 -0.151 -1.839  2.657
C8 -0.310 -0.149 -0.349  -0.831
C9 -0.259 1.260 0.247  -0.627
C10 1.184 1.701 0.505  -0.839
C11 1.355 3.185 0.703  -0.854
C12 1.471 3.783 1.962  0.541
C13 1.695 5.157 2.096  0.211
C14 1.775 6.007 0.985  1.044
C15 2.000 7.485 1.157  -1.658
C16 1.672 5.385 -0.265  0.724
Br1 1.847 6.426 -1.840  -0.189
C17 1.472 4.010 -0.418  0.108
C18 1.454 3.400 -1.779  -0.096
C19 0.302 3.361 -2.558  -0.158
C20 0.354 2.754 -3.810  -0.677
N1 1.451 2.194 -4.319  -0.596
C21 2.552 2.236 -3.569  -0.574
C22 2.606 2.821 -2.307  -0.184
C23 1.861 5.680 3.490  -0.552
O2 1.501 6.773 3.850  -0.530
C24 2.527 4.724 4.431  0.438
C25 3.407 5.154 5.407  0.734
F1 3.714 6.451 5.448  -0.464
C26 4.047 4.291 6.289  0.755
C27 5.038 4.771 7.326  -1.617
C28 4.748 6.057 8.119  0.136
C29 5.327 7.356 7.541  -1.312
Cl1 3.002 6.192 8.491  -0.188
C30 3.752 2.934 6.123  0.392
Br2 4.676 1.652 7.172  -0.201
C31 2.837 2.442 5.196  0.052
C32 2.560 0.967 5.073  -1.998
C33 3.595 0.292 4.196  0.470
O3 4.102 0.789 3.243  -0.457
I1 4.036 -1.744 4.739  0.006
C34 2.242 3.365 4.331  0.832
C35 1.320 2.980 3.213  -0.641
O4 0.500 2.095 3.311  -0.592
H1 4.857 -2.491 -1.977  0.249
H2 6.504 -1.864 -2.126  0.277
H3 5.120 -0.818 -2.520  0.159
H4 4.773 -2.190 -5.700  0.370
H5 4.067 -1.087 -4.518  -0.020
H6 3.347 -3.866 -5.192  0.310
H7 3.648 -3.718 -3.481  0.420
H8 1.273 -3.401 -3.976  0.408
H9 1.625 -2.207 -5.197  0.368
H10 1.897 -0.494 -3.634  -0.004
H11 2.644 -1.567 -2.456  0.123
H12 -0.283 -1.934 -3.052  0.411
H13 0.584 -2.233 -1.559  0.356
H14 0.806 0.583 -2.070  -1.524
H15 -0.867 0.150 -2.386  -0.507
H16 -1.319 -0.545 -0.216  -0.066
H17 0.399 -0.778 0.199  0.549
H18 -0.764 1.961 -0.423  0.285
H19 -0.783 1.288 1.205  0.522
H20 1.551 1.163 1.375  0.636
H21 1.823 1.407 -0.332  0.471
H22 2.029 7.997 0.204  0.483
H23 2.929 7.657 1.702  0.317
H24 1.206 7.912 1.767  0.325
H25 -0.623 3.801 -2.209  0.511
H26 -0.541 2.714 -4.421  0.456
H27 3.445 1.783 -3.986  0.468
H28 3.534 2.815 -1.747  0.498
H29 6.011 4.884 6.833  0.367
H30 5.165 3.974 8.053  0.496
H31 5.203 5.901 9.095  0.439
H32 5.616 7.226 6.499  0.314
H33 4.603 8.165 7.577  0.350
H34 6.224 7.633 8.094  0.338
H35 1.596 0.805 4.595  0.508
H36 2.524 0.483 6.047  0.735
C36 -3.469 -2.337 -1.781  -0.793
C37 -3.773 -1.211 -2.765  0.474
C38 -5.018 -0.404 -2.399  -0.999
C39 -6.315 -1.214 -2.369  -0.771
C40 -6.648 -1.940 -3.671  -0.105
C41 -6.842 -1.004 -4.859  -1.347
H37 -4.272 -3.074 -1.749  0.089
H38 -2.552 -2.858 -2.062  0.434
H39 -3.334 -1.943 -0.771  0.179
H40 -3.875 -1.620 -3.773  0.319
H41 -2.919 -0.529 -2.797  -0.505
H42 -5.119 0.430 -3.099  0.381
H43 -4.870 0.049 -1.413  0.386
H44 -7.140 -0.539 -2.117  0.423
H45 -6.270 -1.945 -1.557  0.243
H46 -7.563 -2.520 -3.519  0.418
H47 -5.866 -2.669 -3.903  0.114
H48 -7.635 -0.281 -4.659  0.305
H49 -7.116 -1.561 -5.755  0.402
H50 -5.931 -0.447 -5.087  0.295
C42 -5.730 -6.448 -2.412  -1.211
C43 -5.756 -6.120 -0.922  -0.496
C44 -4.366 -6.001 -0.302  0.029
C45 -3.520 -7.274 -0.357  -0.887
C46 -4.155 -8.494 0.306  -0.423
C47 -4.421 -8.309 1.797  -1.182
H51 -5.267 -7.417 -2.604  0.347
H52 -6.739 -6.480 -2.824  0.380
H53 -5.167 -5.693 -2.965  0.233
H54 -6.343 -6.874 -0.391  0.406
H55 -6.281 -5.171 -0.777  0.328
H56 -4.467 -5.675 0.738  0.372
H57 -3.822 -5.201 -0.815  -0.188
H58 -2.557 -7.070 0.123  0.399
H59 -3.290 -7.515 -1.399  0.348
H60 -3.490 -9.350 0.166  0.375
H61 -5.089 -8.752 -0.202  0.221
H62 -3.498 -8.072 2.330  0.291
H63 -4.837 -9.217 2.236  0.383
H64 -5.131 -7.501 1.983  0.283